Density functional theory data (the ωB97M-V functional and the def2-TZVPD basis) for 2 unconnected molecules or ions with the total composition C2H3FO in a non-equilibrium geometry.

```
! wB97M-V def2-TZVPD RIJCOSX def2/J DEFGRID3
* xyz 0 1
O 2.2815 -0.2956 -0.3406
C 1.7483 0.1845 -1.3131
H -1.3450 -1.0378 0.4057
H -1.8344 0.7222 0.6859
F 0.3438 0.2969 -1.1740
C -1.0942 -0.0226 0.6651
H -0.0999 0.1525 1.0711
*
```

## Properties
Relative energy (zero: lowest compared OMol25 entry of this formula, charge and spin) = 116.0 kcal/mol
Lowest unoccupied orbital energy (spin up / spin down) = 0.10 / -2.56 eV
Kohn-Sham gap (spin up / spin down) = 11.158 / 6.151 eV
E = -6882.9108 eV
HOMO energy (spin up / spin down) = -11.059 / -8.714 eV